Record 1
Molecular formula: C26H40FNO15
Method: DFT, ωB97M-V with the def2-TZVPD basis set

Results
SMILES: NCOC(=O)OF.O=C1CCCO1.O=C1CCCO1.O=C1CCCO1.O=C1CCCO1.O=C1CCCO1.O=C1CCCO1
Total charge: 0

Last column: Mulliken charge in e.
CARTESIAN COORDINATES (ANGSTROEM)
N 0.34179 4.41578 -2.40782  -0.590
C -0.12211 3.17382 -1.94106  -0.406
O 0.78753 2.47591 -1.01310  -0.109
C 1.09508 3.16993 0.05658  0.559
O 0.44845 4.01911 0.61835  -0.530
O 2.31592 2.78251 0.60900  -0.107
F 3.23273 2.60506 -0.46863  -0.127
H 1.23277 4.35520 -2.87543  0.270
H 0.32072 5.14372 -1.71177  0.286
H -0.19919 2.50211 -2.78204  0.351
H -1.08909 3.26710 -1.46600  0.339
O 4.38896 1.09355 -4.41905  -0.619
C 3.74795 0.50087 -3.60039  0.311
C 4.25848 -0.45344 -2.53776  0.156
C 2.98443 -1.16278 -2.08885  -0.426
C 1.92787 -0.09967 -2.34647  -0.043
O 2.40343 0.64468 -3.48604  -0.394
H 4.69973 0.13056 -1.73267  -0.184
H 4.98832 -1.13303 -2.95232  0.447
H 3.00794 -1.50230 -1.05480  0.199
H 2.80234 -2.03174 -2.72376  0.249
H 1.82311 0.58397 -1.51311  -0.023
H 0.95391 -0.52585 -2.57937  0.365
O 6.30241 -1.82081 -1.13829  -0.619
C 6.83846 -1.08637 -0.35926  0.754
C 8.30581 -0.71990 -0.31497  -0.689
C 8.45153 -0.11497 1.07851  -0.507
C 7.06148 0.45187 1.31815  -0.450
O 6.16195 -0.42791 0.61250  -0.246
H 8.50647 0.00625 -1.10475  0.273
H 8.92305 -1.60247 -0.45302  0.337
H 9.23778 0.63251 1.16052  0.350
H 8.65903 -0.90438 1.80175  0.268
H 6.94630 1.45822 0.91007  0.312
H 6.78575 0.46376 2.36950  0.292
O -3.95978 2.08608 1.96292  -0.524
C -3.42106 2.79594 2.75944  0.361
C -1.95598 3.17367 2.78890  -0.038
C -1.78602 3.73542 4.19821  -0.592
C -3.17979 4.27921 4.48575  -0.434
O -4.07989 3.41420 3.76903  -0.377
H -1.77499 3.92720 2.02210  0.126
H -1.33382 2.30248 2.60651  0.281
H -1.00379 4.48634 4.28811  0.324
H -1.55501 2.92553 4.89174  0.280
H -3.31271 5.29770 4.11452  0.251
H -3.43442 4.25499 5.54247  0.334
O 6.92487 -3.99164 2.52365  -0.593
C 5.88626 -4.29040 2.00779  0.443
C 4.84772 -3.35586 1.42834  0.206
C 3.62264 -4.25874 1.29530  -0.537
C 4.26626 -5.62344 1.09091  -0.474
O 5.49972 -5.57568 1.83228  -0.372
H 5.20041 -3.00087 0.46072  -0.294
H 4.67102 -2.51536 2.09295  0.371
H 2.94512 -3.97860 0.49099  0.287
H 3.05562 -4.25128 2.22742  0.309
H 4.50306 -5.81750 0.04274  0.251
H 3.65782 -6.44052 1.47064  0.356
O -2.05521 -1.99002 -0.22006  -0.612
C -3.23988 -1.99408 -0.03710  0.415
C -4.12694 -0.81728 0.31218  0.162
C -5.40277 -1.49665 0.79314  -0.456
C -5.38304 -2.79745 0.00707  -0.285
O -3.98772 -3.11747 -0.16307  -0.389
H -4.29842 -0.22688 -0.58718  0.167
H -3.66968 -0.20184 1.07958  0.022
H -6.30059 -0.91433 0.63472  0.186
H -5.32132 -1.70898 1.86182  0.304
H -5.83607 -2.68859 -0.98017  0.187
H -5.87156 -3.61765 0.52932  0.315
O -6.61512 0.68151 -1.01664  -0.507
C -7.64445 0.34009 -1.51828  0.455
C -8.74163 1.22537 -2.07482  -0.465
C -9.91964 0.25943 -2.19167  -0.501
C -9.21371 -1.07110 -2.41511  -0.473
O -7.97209 -0.96411 -1.69508  -0.289
H -8.42108 1.60345 -3.04649  0.269
H -8.94114 2.05407 -1.40230  0.314
H -10.62456 0.50780 -2.98218  0.331
H -10.46744 0.23333 -1.24883  0.270
H -8.98627 -1.24986 -3.46798  0.271
H -9.77405 -1.91856 -2.02850  0.316

Cartesian forces (eV/Å) of the 2 atoms listed first:
N -0.1 -0.1 0.2
C -0.4 0.2 -0.6

Record 2
Molecular formula: C7H7N2OS
Method: DFT, ωB97M-V with the def2-TZVPD basis set

Results
Total charge: -1

Last column: Mulliken charge in e.
CARTESIAN COORDINATES (ANGSTROEM)
C 3.45424 0.42638 -0.35397  -0.402
C 2.47907 0.97537 0.47113  -0.407
C 3.04463 -0.77365 -0.95847  -0.540
C 1.36814 0.27690 0.42514  0.612
C -2.92326 -0.68590 -1.63950  -0.381
C -3.96979 0.09294 0.35366  -0.494
C -0.00258 0.52515 1.03209  -0.620
N -3.36334 -0.43417 -0.57562  0.091
N -1.06564 -0.19161 0.76278  -0.178
O -0.80682 -1.18799 -0.08401  -0.676
S 1.36952 -1.11826 -0.66947  0.026
H 4.45335 0.83869 -0.26725  0.329
H 2.64120 1.72492 1.29961  0.244
H 3.64829 -1.43560 -1.53414  0.387
H -1.82303 -0.98959 -1.77626  0.291
H -4.72309 -0.40919 0.98477  0.219
H -3.71321 1.06519 0.67141  0.261
H -0.06769 1.30041 1.85811  0.238

Cartesian forces (eV/Å) of the 2 atoms listed first:
C 1.2 -1.7 -0.4
C 1.4 1.8 1.9

Record 3
Molecular formula: C16H12F3NO2
Method: DFT, ωB97M-V with the def2-TZVPD basis set

Results
SMILES: O=C1OCCN1[C@H](c1cccc(F)c1)c1cc(F)cc(F)c1
Total charge: 0

Last column: Mulliken charge in e.
CARTESIAN COORDINATES (ANGSTROEM)
O -1.43662 -2.29593 1.60912  -0.621
C -0.30658 -1.89993 1.85442  0.353
O 0.42810 -2.39415 2.86876  -0.391
C 1.80431 -1.94955 2.74191  -0.345
C 1.85578 -1.01885 1.53024  -0.398
N 0.42987 -0.87973 1.17794  0.262
C -0.18632 -0.27639 0.04222  0.136
C 0.63274 -0.30723 -1.25462  0.189
C 0.87710 -1.58169 -1.81248  -0.643
C 1.39820 -1.69639 -3.09138  -0.577
C 1.67977 -0.54964 -3.84500  -0.573
C 1.42728 0.69150 -3.27909  -0.033
F 1.56796 1.83593 -4.03614  -0.315
C 0.98507 0.84077 -1.96382  -0.423
C -1.10985 0.89262 0.40803  0.462
C -1.28140 2.07877 -0.30339  -0.667
C -2.12697 3.06238 0.22459  0.139
F -2.17888 4.26997 -0.43733  -0.323
C -2.91647 2.87433 1.35847  -0.824
C -2.86543 1.60652 1.93297  0.308
F -3.69787 1.30100 2.98335  -0.310
C -2.02215 0.61345 1.44830  -0.919
H 2.44201 -2.83255 2.58526  0.258
H 2.06740 -1.48176 3.69827  0.293
H 2.30801 -0.05733 1.82340  0.293
H 2.46941 -1.42294 0.69513  0.279
H -0.94672 -1.00036 -0.22699  0.426
H 0.62139 -2.47022 -1.21705  0.395
H 1.56631 -2.69147 -3.50207  0.389
H 2.08107 -0.61455 -4.84962  0.435
H 0.88333 1.82692 -1.51067  0.908
H -0.77482 2.25374 -1.25405  0.750
H -3.58298 3.65036 1.72528  0.462
H -2.09205 -0.37762 1.87602  0.625

Cartesian forces (eV/Å) of the 2 atoms listed first:
O 1.7 0.6 0.2
C -0.3 0.2 -0.7

Going through the records in order, we get LUMO level values of -0.11 3.61 0.49 eV.